# 1
{
  "formula": "C12H48O18",
  "method": "ωB97M-V/def2-TZVPD",
  "charge": -1,
  "lumo_energy_ev": [1.8, 1.7],
  "e_homo_ev": [-0.345, -7.459],
  "multiplicity": 2,
  "species": ["O", "O", "O", "O", "O", "O", "O", "O", "O", "O", "O", "O", "O", "O", "O", "O", "O", "O", "C", "C", "C", "C", "C", "C", "C", "C", "C", "C", "C", "C", "H", "H", "H", "H", "H", "H", "H", "H", "H", "H", "H", "H", "H", "H", "H", "H", "H", "H", "H", "H", "H", "H", "H", "H", "H", "H", "H", "H", "H", "H", "H", "H", "H", "H", "H", "H", "H", "H", "H", "H", "H", "H", "H", "H", "H", "H", "H", "H"],
  "positions_angstrom": [[3.9333, -3.3224, -2.5835], [-2.0818, 1.9373, -0.1272], [-2.7590, 3.9546, 2.7848], [-1.1837, 1.4222, 2.5136], [-4.1289, -3.5912, -0.8613], [0.4099, -5.3780, 0.0591], [-1.0604, -1.2550, 0.8656], [0.6555, 0.8148, -0.5717], [2.5827, -3.8834, 0.7939], [-2.3443, 1.5788, -2.9224], [1.2686, -0.8891, 3.6784], [4.5130, 3.6226, 2.5811], [0.1812, 2.7496, -3.1969], [-3.2891, -1.2296, -2.7308], [-1.9512, -3.7499, 0.9224], [2.8264, 1.7068, -2.7692], [3.1481, 1.7246, 0.6756], [4.1274, -0.5634, -2.0634], [-0.6539, 2.6144, 3.1174], [3.8810, 2.3371, 2.8367], [-4.8333, -2.4847, -1.4290], [-3.2706, 2.3446, -2.2358], [0.1722, -1.4396, 0.2035], [3.3846, -3.4486, -0.2653], [-1.7804, 3.5154, 3.7101], [2.8350, -3.6858, -1.7245], [-3.9422, -1.2443, -1.4987], [-2.6151, 2.9129, -0.9869], [2.7365, 2.2080, 1.9852], [0.3100, -0.4908, -1.0187], [3.5531, -2.3806, -0.1271], [0.3285, -0.9888, 3.5285], [-0.6218, 2.3024, -2.9298], [2.6287, -4.7524, -1.8136], [1.9067, -3.1387, -1.8889], [-1.8258, 3.4980, -1.4589], [-5.7459, -2.2214, -0.8942], [-0.2181, -4.6977, 0.3023], [3.8377, -2.3672, -2.5861], [3.6480, 2.1591, 3.8865], [1.3378, -0.6098, 4.5914], [-2.2188, 3.0010, 4.5653], [-4.4280, -0.2709, -1.4309], [3.5096, 0.1607, -1.9623], [-1.2878, 4.3564, 4.1981], [-2.6276, 1.6613, -3.8360], [-0.0300, 3.1015, 2.3681], [4.6721, -0.5256, -1.2771], [0.1655, 2.7202, -4.1535], [-2.7497, -3.7369, 0.3947], [-3.5007, -3.8981, -1.5190], [0.1348, -2.4562, -0.1878], [-0.1386, 1.1952, -0.1892], [-1.6674, 1.0218, 3.2398], [2.4014, 1.5949, 0.0864], [3.2151, 1.7968, -3.6393], [1.1569, -0.7912, -1.6356], [2.0317, 1.4885, 2.4017], [-3.2660, 3.1897, 2.5031], [4.7331, 3.6193, 1.6467], [1.8822, 1.7297, -2.9245], [4.3566, -3.9419, -0.2577], [2.9520, -3.6265, 1.6420], [1.2648, -4.9551, 0.1392], [-2.9311, -0.3390, -2.7451], [-3.2613, -1.2762, -0.6481], [-0.5593, -0.4065, -1.6709], [1.0306, -1.3215, 0.8648], [2.3067, 3.2030, 1.8695], [4.7245, 1.6625, 2.6902], [-3.6420, 3.1724, -2.8399], [-4.1227, 1.7216, -1.9639], [-1.1591, -0.3703, 1.2251], [-3.2813, 3.5380, -0.3922], [-1.6584, -2.8386, 0.9371], [-2.6317, 1.7432, 0.6354], [-5.2152, -2.7201, -2.4224], [-0.0610, 2.2062, 3.9360]],
  "atomic_forces_ev_per_a": [[-1.5343, -0.4771, 0.3779], [1.1709, -0.3455, -1.1859], [0.8798, 0.6857, 0.5305], [0.0147, 0.3994, -0.5300], [-0.7953, 0.1591, -0.1030], [-0.0401, -0.6151, -0.5390], [-0.0396, -0.0838, 0.0765], [0.2086, 0.2128, -0.1005], [-0.7288, -0.6284, 0.0439], [0.8186, -0.6791, -1.2076], [0.5052, -0.0596, -0.1683], [-0.2225, 0.1457, 1.0021], [0.7692, 0.2761, -0.1437], [0.7796, -0.0858, -0.7207], [0.4109, -1.0000, 0.1277], [0.4092, -0.1215, 0.1304], [0.8762, 0.4506, 0.7897], [0.3530, -0.7019, -0.0352], [-0.9070, -0.2553, 0.1898], [3.1119, 0.7591, 0.7467], [-0.0238, 0.9863, -0.1774], [-1.7013, 0.5432, 2.0792], [-0.3348, 0.4228, -1.7270], [0.5370, 0.7013, -0.9440], [0.9294, -0.4895, -0.2676], [1.1109, -0.5302, 1.7050], [-0.6599, -0.2847, 0.5887], [-0.2232, -0.0705, -0.2504], [-1.7035, -1.5582, -2.3693], [0.8600, 0.0860, 0.8650], [0.1375, 0.2376, -0.3014], [-0.4836, -0.0050, -0.1639], [-0.5492, -0.4146, 0.2563], [-0.0191, 0.0203, -0.3081], [0.0920, 0.1640, -0.2625], [0.5133, 0.3338, 0.8231], [0.2580, -0.5197, 0.7695], [-0.6908, 0.2081, 0.2815], [0.6241, 0.7409, -0.2738], [-0.2067, 0.9603, 0.1506], [-0.0201, 0.0783, 0.2605], [-0.3060, -0.4413, -0.1068], [-0.8897, -0.2640, 0.4422], [-0.4179, 0.7562, -0.2665], [-0.0601, 0.5050, -0.4511], [0.3225, -0.4120, -0.4006], [-0.1578, 0.1246, 0.1561], [0.1655, -0.0472, 0.2230], [-0.0515, 0.0969, -0.2886], [-0.4410, 0.0440, -0.0744], [0.0956, -0.0296, -0.1951], [0.1625, -0.1478, 0.1754], [-0.4745, 0.4750, 0.1694], [-0.6522, -0.7014, 0.2511], [-0.6246, -0.0256, 0.0642], [0.2511, -0.0407, -0.1468], [0.0563, -0.3132, -0.0208], [-0.3179, 0.0868, 0.0284], [-0.3717, -0.6902, -0.1384], [-0.0244, -0.0929, -0.1469], [-0.8167, 0.3549, 0.2390], [0.1428, -0.1131, 0.0283], [0.0177, 0.0882, -0.0700], [0.2348, 0.0819, 0.3680], [0.6337, 0.1429, -0.5465], [0.2868, -0.1217, 0.0850], [-0.3475, -0.4771, 0.2231], [0.0455, 0.0748, 0.0216], [-0.3691, -0.0260, 0.1814], [-0.5289, -0.8884, -0.5198], [0.0208, 0.1896, -0.1016], [-0.2360, -0.0093, 0.0066], [0.1269, 0.4778, 0.2774], [-0.1824, 0.3228, -0.4070], [-0.0699, 0.6742, 0.2946], [-0.5248, 0.1277, 0.5924], [0.3102, -0.1250, -0.2825], [0.5054, 0.6975, 0.3210]],
  "lowdin_charge": [-0.081, -0.113, -0.123, -0.210, -0.072, -0.071, -0.106, -0.091, -0.082, -0.082, -0.080, -0.085, -0.041, -0.065, -0.057, -0.041, -0.077, -0.046, -0.239, -0.247, -0.210, -0.266, -0.191, -0.236, -0.308, -0.207, -0.263, -0.239, -0.252, -0.183, 0.102, 0.013, -0.007, 0.113, 0.105, 0.114, 0.114, -0.024, 0.021, 0.121, 0.022, 0.089, 0.096, -0.008, 0.105, 0.112, 0.102, 0.053, 0.044, -0.005, 0.098, 0.102, 0.047, 0.026, 0.033, 0.052, 0.102, 0.101, 0.011, 0.073, 0.000, 0.116, 0.106, -0.032, 0.031, 0.110, 0.113, 0.118, 0.124, 0.121, 0.124, 0.102, 0.057, 0.118, -0.023, 0.038, 0.115, 0.098]
}

# 2
{
  "formula": "C25H34BrCaNO7Se",
  "method": "ωB97M-V/def2-TZVPD",
  "lumo_energy_ev": 0.3,
  "e_homo_ev": -6.242,
  "species": ["Br", "Se", "Ca", "O", "O", "O", "O", "O", "O", "O", "N", "C", "C", "C", "C", "C", "C", "C", "C", "C", "C", "C", "C", "C", "C", "C", "C", "C", "C", "C", "C", "C", "C", "C", "C", "C", "H", "H", "H", "H", "H", "H", "H", "H", "H", "H", "H", "H", "H", "H", "H", "H", "H", "H", "H", "H", "H", "H", "H", "H", "H", "H", "H", "H", "H", "H", "H", "H", "H", "H"],
  "positions_angstrom": [[1.1177, -2.5334, -9.2872], [-0.4900, -0.3594, 2.3553], [-0.0273, 0.2824, -2.1026], [-1.8140, 1.1539, -0.8986], [-1.8653, -1.3157, -2.1381], [0.5713, -1.4964, -0.7938], [-0.3628, 1.2026, -4.2133], [2.3892, 0.1894, -1.9638], [0.7324, 2.2036, -0.8950], [0.4567, -0.8609, -4.1299], [-0.5812, 1.0887, -8.3582], [-0.9447, 0.8362, 4.9440], [-0.2461, -0.1645, 4.2476], [-3.0408, -0.7931, -1.5022], [2.8378, -0.9099, -1.1551], [-1.8684, 1.7848, 4.2328], [-0.7908, 0.9579, 6.3213], [0.0388, 0.1159, 7.0466], [-1.3288, -2.5665, -1.6785], [0.4998, -1.0492, -6.9305], [0.4481, -1.0592, -8.3088], [-0.4389, -2.4521, -0.4588], [-0.0990, 0.0211, -8.9864], [-0.0001, 0.0640, -6.2731], [0.0335, 0.1366, -4.7711], [1.3948, -2.1206, 4.3142], [2.1153, 2.1723, -0.5468], [0.7291, -0.8611, 6.3458], [-1.5755, 2.3834, -0.1984], [-2.7565, 0.1974, -0.3913], [-0.5262, 1.1035, -7.0281], [0.1846, 0.2493, 8.5395], [1.8204, -1.3522, -0.1167], [2.8716, 1.5022, -1.6735], [-0.1278, 2.4991, 0.2253], [0.6066, -1.0167, 4.9686], [2.7416, 2.0632, -2.6000], [2.2401, 1.6331, 0.3987], [-0.2033, -0.6317, 9.0553], [3.7747, -0.6529, -0.6521], [0.0756, 1.7889, 1.0336], [0.8891, -3.0821, 4.4382], [-0.9168, 1.9796, -6.5265], [3.9374, 1.4745, -1.4287], [-2.1430, -3.2637, -1.4583], [-3.6487, -1.6087, -1.1001], [0.9136, -1.8707, -6.3623], [1.6920, -0.6425, 0.7053], [-1.3308, 2.3458, 3.4639], [-1.3407, 1.7363, 6.8416], [3.0255, -1.7241, -1.8560], [2.4944, 3.1913, -0.4142], [1.2317, 0.3601, 8.8281], [-0.9739, -2.1275, 0.4370], [-3.6858, 0.7027, -0.1113], [1.3939, -1.5303, 6.8855], [-3.5974, -0.3052, -2.3036], [0.0601, 3.5201, 0.5746], [1.5020, -1.9427, 3.2466], [-2.3152, 2.4885, 4.9362], [-0.1469, 0.0208, -10.0689], [2.3834, -2.2060, 4.7694], [-2.1891, 2.4374, 0.7032], [0.0187, -3.4211, -0.2361], [-0.7513, -2.9397, -2.5246], [-0.3592, 1.1181, 8.9105], [-2.6624, 1.2402, 3.7177], [-1.8577, 3.1893, -0.8793], [2.1346, -2.3017, 0.3266], [-2.3493, -0.2725, 0.5081]],
  "atomic_forces_ev_per_a": [[-0.0061, 0.0031, -0.0009], [0.0336, -0.0315, 0.0954], [-0.0256, 0.1124, -0.9926], [0.0843, -0.0250, -0.1204], [0.1420, 0.1230, 0.4972], [0.0290, 0.0443, -0.3936], [0.0293, -0.0832, -0.0583], [-0.1353, 0.0873, 0.3343], [-0.1032, -0.0234, 0.0821], [-0.0835, 0.0516, -0.0919], [0.0147, -0.0275, 0.0051], [0.0144, -0.0184, -0.0049], [-0.0519, 0.0044, -0.0171], [-0.0864, -0.1172, -0.0854], [0.1448, -0.0504, -0.0048], [-0.0005, -0.0004, -0.0079], [-0.0090, 0.0061, -0.0016], [-0.0069, 0.0144, 0.0247], [-0.1723, -0.1345, -0.0176], [0.0123, -0.0353, 0.0208], [0.0004, -0.0118, -0.0382], [0.2165, 0.0933, 0.3326], [-0.0082, 0.0253, 0.0342], [0.0041, 0.0082, 0.0965], [0.0325, -0.0013, -0.0367], [0.0045, 0.0053, 0.0074], [-0.0559, 0.0130, 0.0806], [0.0408, 0.0082, -0.0224], [-0.1490, -0.0453, 0.0145], [0.1345, 0.1351, 0.2835], [-0.0082, 0.0342, -0.0271], [-0.0006, 0.0018, -0.0098], [-0.1572, -0.0913, 0.2433], [0.0969, -0.1166, 0.1230], [0.0856, 0.0505, 0.0613], [0.0044, 0.0048, 0.0081], [-0.0026, 0.0142, 0.0160], [-0.0059, -0.0173, -0.0074], [-0.0008, -0.0015, 0.0018], [0.0001, 0.0106, -0.0319], [0.0026, 0.0054, -0.0008], [-0.0183, 0.0021, -0.0387], [-0.0021, -0.0017, 0.0025], [-0.0078, -0.0189, -0.0267], [-0.0092, 0.0212, -0.0556], [0.0046, 0.0000, -0.0244], [-0.0017, 0.0031, 0.0007], [0.0015, -0.0109, -0.0009], [0.0009, 0.0039, 0.0017], [-0.0003, 0.0006, 0.0015], [-0.0048, 0.0332, -0.0211], [-0.0216, -0.0018, 0.0132], [0.0022, -0.0008, 0.0010], [0.0226, 0.0079, 0.0151], [-0.0296, -0.0179, -0.0777], [0.0006, 0.0001, 0.0028], [0.0176, 0.0014, 0.0066], [-0.0027, 0.0056, -0.0354], [0.0193, 0.0108, 0.0006], [-0.0016, 0.0032, -0.0002], [0.0008, 0.0003, -0.0029], [-0.0098, -0.0190, 0.0219], [-0.0061, -0.0295, -0.0067], [-0.0140, -0.0254, -0.0991], [-0.0275, 0.0124, -0.0094], [0.0001, 0.0020, 0.0008], [-0.0009, 0.0018, -0.0012], [0.0028, -0.0015, 0.0127], [0.0095, -0.0271, -0.0770], [0.0174, 0.0203, 0.0049]],
  "nbo_charge": [0.061, -0.649, 1.786, -0.632, -0.589, -0.645, -0.816, -0.588, -0.612, -0.795, -0.404, -0.075, -0.046, -0.090, -0.090, -0.626, -0.221, -0.037, -0.092, -0.156, -0.141, -0.105, 0.020, -0.192, 0.763, -0.639, -0.100, -0.218, -0.083, -0.115, 0.065, -0.621, -0.111, -0.091, -0.138, -0.070, 0.213, 0.198, 0.212, 0.190, 0.249, 0.213, 0.216, 0.194, 0.191, 0.194, 0.249, 0.230, 0.207, 0.193, 0.206, 0.194, 0.211, 0.231, 0.193, 0.193, 0.204, 0.187, 0.228, 0.201, 0.204, 0.203, 0.216, 0.195, 0.218, 0.209, 0.222, 0.194, 0.201, 0.235]
}

# 3
{
  "formula": "C4H8O",
  "method": "ωB97M-V/def2-TZVPD",
  "lumo_energy_ev": 1.0,
  "e_homo_ev": -9.911,
  "species": ["O", "C", "C", "C", "C", "H", "H", "H", "H", "H", "H", "H", "H"],
  "positions_angstrom": [[0.6579, 1.4817, 1.5002], [-0.8389, 0.8191, -0.8207], [-0.1450, -1.2591, 0.4795], [0.3597, -0.0153, -0.3061], [1.1826, 0.7681, 0.6944], [-0.7672, 1.8560, -0.5148], [-0.9181, -1.8065, -0.0692], [0.7672, -0.5472, -1.1537], [2.2783, 0.6020, 0.6581], [-1.8065, 0.3645, -0.5964], [0.6599, -1.9751, 0.5692], [-0.5696, -1.1149, 1.4772], [-0.8604, 0.8267, -1.9178]],
  "atomic_forces_ev_per_a": [[0.1596, 0.2425, 0.2317], [0.0483, -0.2619, -0.9043], [-0.4055, -0.5786, 0.2135], [-2.3203, -0.7130, 0.6262], [0.4212, -0.5319, -1.0372], [-0.3130, 0.0313, 0.2952], [0.0516, 0.3046, -0.2686], [1.3047, 0.7243, -0.2139], [-0.0059, 0.1068, 0.2642], [0.1132, 0.2937, 0.5797], [0.4013, -0.1986, 0.2495], [0.1995, 0.5316, -0.1152], [0.3452, 0.0492, 0.0794]],
  "nbo_charge": [-0.518, -0.607, -0.592, -0.350, 0.456, 0.227, 0.212, 0.221, 0.110, 0.212, 0.204, 0.218, 0.207]
}

# 4
{
  "formula": "C5H12N2O3",
  "method": "ωB97M-V/def2-TZVPD",
  "lumo_energy_ev": 0.3,
  "e_homo_ev": -10.013,
  "species": ["O", "O", "O", "N", "N", "C", "C", "C", "C", "C", "H", "H", "H", "H", "H", "H", "H", "H", "H", "H", "H", "H"],
  "positions_angstrom": [[-0.7412, -2.2830, 0.6878], [1.3978, -2.7634, 0.3646], [-1.9828, 0.0027, -1.5833], [-0.5646, 1.3715, -0.4489], [-2.1372, 0.1192, 0.6949], [0.5840, -2.0328, 0.8860], [-1.5841, 0.4880, -0.5291], [1.4871, 0.7130, -1.6759], [0.3016, 1.6657, -1.5755], [0.9574, -1.0332, 1.9491], [-2.0750, 0.7735, 1.4668], [2.0871, 0.7329, -0.7551], [-2.9731, -0.4848, 0.6017], [-1.3075, -1.5955, 1.0990], [2.1378, 1.0034, -2.5122], [1.8336, -0.4624, 1.6204], [-0.3061, 1.6181, -2.4873], [0.1404, -0.3472, 2.1967], [1.1408, -0.3166, -1.8434], [0.6504, 2.7013, -1.4670], [1.2368, -1.5908, 2.8536], [-0.2833, 1.7205, 0.4571]],
  "atomic_forces_ev_per_a": [[0.5186, 0.3789, 0.2603], [-0.5565, 1.0472, 0.1891], [0.3635, 0.3135, 0.9163], [0.2891, 0.4314, 0.4676], [-0.7250, -0.4816, 0.2679], [-0.0438, -1.9041, 0.0295], [-0.5419, -0.6296, -1.1872], [0.0589, -0.1611, -0.0386], [0.0414, 0.2393, -0.3603], [0.0521, 0.5160, -0.0029], [-0.3900, -0.2574, -0.2143], [-0.1177, -0.0074, -0.2141], [0.6566, 1.0968, 0.1360], [0.5754, -0.1359, -0.3452], [-0.1582, -0.1001, 0.2035], [-0.2076, -0.1714, 0.0957], [0.1110, -0.0174, 0.2634], [0.1743, -0.1245, -0.0262], [0.1121, 0.2679, 0.0572], [-0.0953, -0.2101, -0.0204], [-0.0970, 0.1034, -0.2741], [-0.0200, -0.1936, -0.2032]],
  "nbo_charge": [-0.690, -0.573, -0.639, -0.633, -0.898, 0.782, 0.775, -0.620, -0.219, -0.736, 0.392, 0.197, 0.421, 0.493, 0.217, 0.242, 0.230, 0.201, 0.230, 0.192, 0.252, 0.384]
}

# 5
{
  "formula": "C2H6Se",
  "method": "ωB97M-V/def2-TZVPD",
  "lumo_energy_ev": [-2.4, -2.4],
  "e_homo_ev": [-9.336, -9.335],
  "species": ["Se", "C", "C", "H", "H", "H", "H", "H", "H"],
  "positions_angstrom": [[-0.6426, 3.8655, 1.2405], [-0.2528, 0.7247, 0.3136], [0.4510, 0.8519, -1.0718], [1.1970, 1.5492, -1.1503], [-1.0602, 1.5755, 0.4035], [0.5152, 0.8457, 1.1000], [-0.6688, -0.1928, 0.3445], [-0.1934, 0.8988, -1.9910], [0.8897, -0.1472, -1.1094]],
  "atomic_forces_ev_per_a": [[0.0130, 0.1239, 0.0351], [0.7496, 5.2903, -1.0523], [-2.2015, -2.9324, 0.0380], [1.7305, 1.8785, 0.0324], [1.2306, -1.7112, 0.1966], [-0.5705, -0.0719, -0.2611], [-1.7385, -2.8663, 0.4949], [0.1881, 0.1747, 1.1373], [0.5988, 0.1144, -0.6209]],
  "nbo_charge": [-0.018, -0.579, -0.607, 0.203, 0.184, 0.211, 0.201, 0.204, 0.201]
}

Number 1: E -1840.21007 Eh, M 480.498 g/mol. Number 2: E -7207.62294 Eh, M 659.489 g/mol. Number 3: E -232.41622 Eh, M 72.107 g/mol. Number 4: E -532.99241 Eh, M 148.162 g/mol. Number 5: E -2481.11639 Eh, M 109.030 g/mol.